Record 1
DFT (ωB97M-V/def2-TZVPD) results for 7 unconnected molecules or ions with the total composition C29H58O15S at a distorted geometry.

Structure (ORCA input):
```
! RIJCOSX wB97M-V def2-TZVPD def2/J DEFGRID3
* xyz 0 1
O 7.4973 0.4600 1.7075
S 6.9796 1.4091 0.6943
O 6.4341 2.6388 1.3039
C 5.8171 0.5201 -0.3780
C 4.3193 0.7899 -0.1318
C 3.7523 2.2153 -0.0310
C 2.2998 1.7922 0.3890
O 2.5627 0.8595 1.4543
C 3.5726 -0.0137 1.0273
H 8.0386 1.7917 -0.1157
H 5.9944 -0.5493 -0.1958
H 6.0717 0.6638 -1.4344
H 3.8594 0.3499 -1.0379
H 3.6115 2.8144 -0.9406
H 4.0737 2.8421 0.8047
H 1.8769 1.1704 -0.4211
H 1.6613 2.5881 0.7721
H 4.3686 -0.2259 1.7533
H 3.1915 -0.9083 0.5070
C -2.9243 2.7088 3.6304
C -1.4383 2.9829 3.7067
O -0.8190 2.8530 2.4176
C -0.7415 3.8436 1.5174
C -1.5783 5.0789 1.6900
O -0.0525 3.6772 0.5454
H -3.4323 3.4316 2.9900
H -3.3763 2.7503 4.6220
H -3.1055 1.7253 3.2060
H -1.2138 3.9543 4.1501
H -0.9654 2.2333 4.3401
H -2.5309 4.9335 1.1794
H -1.0530 5.9148 1.2321
H -1.7544 5.3489 2.7290
C 4.0056 -0.7994 -5.8031
C 4.9347 0.1396 -5.0630
O 5.3004 -0.3903 -3.7819
C 6.3292 -1.2272 -3.5890
C 6.9725 -1.8983 -4.7710
O 6.6676 -1.4791 -2.4637
H 4.4869 -1.7545 -6.0170
H 3.6860 -0.3554 -6.7463
H 3.1235 -1.0137 -5.1989
H 5.8204 0.3965 -5.6456
H 4.4165 1.0751 -4.8563
H 6.4726 -2.8486 -4.9557
H 8.0163 -2.0884 -4.5297
H 6.9640 -1.2965 -5.6771
C -4.1946 -1.8785 -0.4489
C -3.7393 -0.8191 -1.4306
O -4.2607 0.4708 -1.0853
C -3.6634 1.3067 -0.2220
C -2.5732 0.7828 0.6670
O -4.0609 2.4395 -0.1210
H -3.8211 -1.6801 0.5566
H -3.8430 -2.8630 -0.7597
H -5.2838 -1.8969 -0.3882
H -2.6541 -0.7874 -1.5348
H -4.1412 -1.0440 -2.4183
H -3.0104 0.4255 1.5978
H -1.8889 1.5970 0.8850
H -1.9776 -0.0070 0.2125
C -7.4765 2.2383 -1.6379
C -7.8548 0.9398 -2.3174
O -8.9875 1.1165 -3.1770
C -8.8898 1.5207 -4.4505
C -7.5923 2.1071 -4.9387
O -9.8582 1.4751 -5.1575
H -7.1744 2.9957 -2.3620
H -6.6521 2.0811 -0.9417
H -8.3300 2.6419 -1.0910
H -7.0182 0.4930 -2.8571
H -8.1614 0.2143 -1.5644
H -7.6106 3.1859 -4.7889
H -7.5024 1.8986 -6.0030
H -6.7109 1.6853 -4.4599
C 2.0298 -1.7887 6.1259
C 1.1361 -2.3263 5.0283
O -0.1553 -1.7085 5.0592
C -0.4419 -0.5509 4.4433
C 0.6831 0.3087 3.9417
O -1.5873 -0.1892 4.3664
H 2.2201 -0.7224 6.0008
H 2.9870 -2.3115 6.1309
H 1.5536 -1.9177 7.0985
H 1.5915 -2.2364 4.0401
H 0.9610 -3.3895 5.1933
H 0.9725 1.0121 4.7232
H 0.3282 0.8651 3.0765
H 1.5538 -0.2500 3.6101
C 0.9468 -6.2932 0.4464
C 1.6827 -4.9743 0.3334
O 1.0355 -4.0923 -0.5895
C 0.0340 -3.2695 -0.2474
C -0.6660 -3.4646 1.0702
O -0.3347 -2.4377 -1.0310
H -0.0609 -6.1579 0.8411
H 1.4857 -6.9768 1.1035
H 0.8463 -6.7559 -0.5359
H 1.8232 -4.4909 1.3016
H 2.6778 -5.1472 -0.0748
H -1.5130 -4.1354 0.9291
H -1.0315 -2.4964 1.4087
H -0.0200 -3.8459 1.8585
*
```

The calculation puts the LUMO energy at 0.26 eV. The calculation puts the frontier orbital gap at 9.80 eV. As for the SMILES: O=[SH](=O)C[C@@H]1CCOC1.CCOC(C)=O.CCOC(C)=O.CCOC(C)=O.CCOC(C)=O.CCOC(C)=O.CCOC(C)=O. As for the highest occupied orbital energy: -9.5 eV. The value obtained for the energy above the lowest of the compared OMol25 structures with the same formula, charge and spin is 0.0 kJ/mol.

Mulliken atomic charge list, values in e, 99 entries: -0.638 0.906 -0.602 -0.810 0.252 -0.545 -0.315 -0.154 -0.858 0.140 0.396 0.364 0.066 0.398 0.305 0.168 0.210 0.447 0.259 -0.937 -0.316 -0.144 0.955 -1.320 -0.645 0.322 0.454 0.054 0.393 0.152 0.266 0.358 0.410 -1.010 -0.443 -0.337 0.891 -1.219 -0.520 0.272 0.376 0.303 0.351 0.373 0.298 0.330 0.369 -0.886 -0.343 -0.255 0.381 0.673 -0.592 0.163 0.348 0.318 0.352 0.385 0.098 -0.715 0.017 -0.754 -0.358 -0.379 0.720 -0.812 -0.567 0.214 0.168 0.336 0.317 0.314 0.229 0.302 0.254 -1.133 -0.145 -0.406 0.799 -0.499 -0.544 0.265 0.370 0.323 0.160 0.407 0.318 -0.128 0.263 -1.055 -0.219 -0.372 0.720 -0.607 -0.539 0.261 0.370 0.304 0.170

---

Record 2
DFT (ωB97M-V/def2-TZVPD) results for a molecular structure, C29H59ClOsP2Si3 at a distorted geometry.

Structure (ORCA input):
```
! RIJCOSX wB97M-V def2-TZVPD def2/J DEFGRID3
* xyz 0 5
Os 0.5952 -0.0052 -0.4345
C 1.3480 0.5853 1.9582
C 2.0591 -0.5579 1.5447
C 2.8510 -0.1438 0.4193
Si 1.8636 -2.2004 2.4061
C 2.5872 1.2256 0.1657
C 1.6258 1.6885 1.1283
Si 0.7910 3.3377 1.3774
H 0.6183 0.5909 2.7488
H 3.5653 -0.7507 -0.1120
H 3.0682 1.8239 -0.5905
Cl 0.5764 -0.4631 -2.8960
C 0.1062 3.4133 3.1226
C 1.9934 4.7623 1.1355
C 1.1318 -1.9058 4.1081
C 3.5120 -3.0837 2.5952
H 2.7598 4.7353 1.9098
H 1.4818 5.7216 1.2137
H 2.5034 4.7412 0.1749
H -0.6404 2.6381 3.2888
H -0.3760 4.3739 3.3039
H 0.8907 3.2912 3.8684
H 4.1751 -2.5022 3.2354
H 4.0288 -3.2421 1.6513
H 3.3775 -4.0594 3.0621
H 1.7666 -1.2614 4.7147
H 1.0103 -2.8483 4.6422
H 0.1489 -1.4421 4.0391
C -0.6692 3.4279 0.1759
C 0.6217 -3.2240 1.4091
P -0.2941 2.4637 -1.3345
H -1.0006 4.4461 -0.0218
H -1.4916 2.9006 0.6611
P 0.7247 -2.7750 -0.3631
H -0.3674 -2.8993 1.7348
H 0.6956 -4.2939 1.5980
C -0.5743 -3.7874 -1.2647
C 2.3615 -3.5159 -0.8944
C 0.9945 3.5139 -2.1968
C -1.8088 2.5589 -2.4405
C -2.6264 1.2777 -2.3625
H -1.3920 2.6361 -3.4470
C -2.6887 3.7720 -2.1753
H -3.1618 3.7045 -1.1975
H -3.4865 3.8131 -2.9182
H -2.1490 4.7132 -2.2206
H -2.0396 0.4127 -2.6532
H -3.4842 1.3459 -3.0333
H -2.9987 1.1028 -1.3559
H 1.7976 3.5469 -1.4599
C 0.5755 4.9450 -2.4945
C 1.5448 2.8346 -3.4405
H 0.1810 5.4603 -1.6220
H -0.1750 4.9825 -3.2818
H 1.4367 5.5148 -2.8464
H 1.9421 1.8488 -3.2248
H 2.3398 3.4442 -3.8724
H 0.7794 2.7102 -4.2050
H 3.0725 -2.9917 -0.2551
C 2.7042 -3.1672 -2.3342
C 2.5144 -5.0071 -0.6396
H 2.2822 -5.2862 0.3854
H 3.5448 -5.3094 -0.8328
H 1.8807 -5.5890 -1.3056
H 2.6959 -2.0964 -2.5064
H 1.9992 -3.6097 -3.0364
H 3.6943 -3.5527 -2.5807
C -1.8018 -2.9451 -1.5805
C -0.9736 -5.0637 -0.5385
H -0.0910 -4.0512 -2.2077
H -1.5016 -4.8370 0.3859
H -0.1299 -5.7018 -0.2932
H -1.6535 -5.6422 -1.1654
H -2.2779 -2.5786 -0.6741
H -2.5310 -3.5452 -2.1269
H -1.5477 -2.0852 -2.1916
C 0.8875 -1.0234 -6.3812
H 1.9494 -0.8644 -6.6682
H 0.6448 -2.0487 -6.7347
H 0.3061 -0.3457 -7.0429
C -2.3715 0.1790 4.6129
Si -3.2142 0.0874 2.9464
C -4.3749 -1.3700 2.9685
C -4.1539 1.6776 2.6833
C -1.9889 -0.0865 1.6119
C -1.1230 -0.0768 0.7735
H -3.1337 0.3440 5.4022
H -1.6445 1.0147 4.6324
H -1.8487 -0.7733 4.8231
H -5.1082 -1.2384 3.7918
H -4.9086 -1.4396 1.9996
H -3.7915 -2.2979 3.1429
H -3.4416 2.5283 2.6923
H -4.6790 1.6425 1.7079
H -4.8921 1.8071 3.5019
*
```

The calculation puts the LUMO energy (spin up / spin down) at 0.28 / -0.08 eV. The calculation puts the frontier orbital gap (spin up / spin down) at 6.29 / 7.57 eV. As for the highest occupied orbital energy (spin up / spin down): -6.0 / -7.7 eV.

From a Mulliken analysis of the wavefunction, the atomic charges in e read: 1.923 -0.905 0.288 -0.660 -0.082 -0.631 0.279 -0.150 0.516 0.473 0.471 -0.360 -0.843 -1.096 -0.702 -1.095 0.390 0.357 0.347 -0.228 0.418 0.326 0.382 0.342 0.358 0.354 0.395 -0.324 -0.886 -1.154 -0.076 1.029 -0.029 -0.067 0.249 1.011 0.936 1.429 1.447 0.939 -1.343 0.363 -1.659 0.295 0.490 0.312 0.162 0.556 0.135 -0.630 -1.803 -1.652 0.329 0.350 0.465 0.276 0.470 0.333 -0.589 -1.656 -1.798 0.334 0.454 0.357 0.273 0.338 0.469 -1.397 -1.669 0.338 0.318 0.310 0.491 0.202 0.544 0.179 -0.951 0.309 0.316 0.315 -0.833 0.038 -1.115 -0.858 -0.758 0.635 0.402 0.271 0.200 0.279 0.288 0.279 0.242 0.264 0.359

---

Record 3
DFT (ωB97M-V/def2-TZVPD) results for 5 unconnected molecules or ions with the total composition C29H61BBrN8O5 at a distorted geometry.

Structure (ORCA input):
```
! RIJCOSX wB97M-V def2-TZVPD def2/J DEFGRID3
* xyz 1 1
C 4.4291 3.2846 2.7666
C 3.2485 2.6723 2.7237
C 2.2845 2.7618 1.5814
C 2.4616 1.5759 0.5477
C 3.1099 2.1109 -0.7457
C 4.4721 2.7848 -0.5756
C 5.7144 1.9480 -0.7610
N 4.6151 4.0197 -0.3436
C 3.3685 0.4999 1.1592
C 3.4540 -0.7924 0.3096
B 4.3752 -1.8030 1.1523
N 3.9754 -2.3820 2.4108
O 5.6335 -2.1285 0.6988
C 2.0153 -1.3168 0.2377
C 1.0386 -0.3512 -0.4308
C 1.0927 -0.2399 -1.9729
C 1.8469 -1.3664 -2.6731
C 1.0578 -2.6778 -2.7411
Br 2.1791 -0.7495 -4.5087
N 1.0687 0.9978 0.2752
C 0.1291 1.9697 -0.3589
C -1.2891 1.4193 -0.4479
C -1.8680 0.8108 0.7998
N -1.9765 1.4920 -1.5018
H 4.5829 4.2881 2.3882
H 5.2766 2.7442 3.1729
H 2.9888 2.0008 3.5376
H 2.3093 3.7261 1.0741
H 1.2611 2.6885 1.9822
H 2.4667 2.8100 -1.2831
H 3.2682 1.2667 -1.4191
H 6.4763 2.5618 -1.2345
H 6.0731 1.5416 0.1871
H 5.4996 1.1110 -1.4298
H 3.7154 4.4952 -0.2766
H 2.9387 0.1763 2.1117
H 4.3695 0.8946 1.2996
H 3.8943 -0.5964 -0.6697
H 3.2944 -1.8594 2.9445
H 3.7145 -3.3579 2.3856
H 5.6793 -2.3672 -0.2335
H 1.6815 -1.4022 1.2789
H 1.9013 -2.3107 -0.1928
H 0.0559 -0.7720 -0.2065
H 0.0673 -0.2840 -2.3485
H 1.4871 0.7134 -2.3134
H 2.8438 -1.5418 -2.2821
H 0.3914 -2.8051 -1.8874
H 0.4853 -2.7183 -3.6662
H 1.7498 -3.5188 -2.7954
H 0.6893 0.8283 1.2105
H 0.4654 2.2431 -1.3526
H 0.0834 2.8851 0.2324
H -1.2413 0.9792 1.6819
H -1.9986 -0.2686 0.6964
H -2.8356 1.2547 1.0285
H -1.4679 1.9309 -2.2698
C -4.2307 -1.5524 2.2643
O -3.3041 -2.1753 1.7651
N -5.5227 -1.6928 1.9517
C -6.5561 -0.9017 2.5863
C -5.9089 -2.6739 0.9421
H -4.0565 -0.7867 3.0422
H -7.2661 -1.5494 3.1036
H -7.0963 -0.3154 1.8403
H -6.1115 -0.2223 3.3115
H -5.5904 -3.6690 1.2520
H -5.4233 -2.4408 -0.0057
H -6.9905 -2.6647 0.8060
C 7.3166 0.2843 3.7408
O 6.6142 1.0736 3.1233
N 7.4790 0.3013 5.0692
C 8.3249 -0.6573 5.7558
C 6.7827 1.3167 5.8425
H 7.8809 -0.5150 3.2379
H 7.7398 -1.2351 6.4727
H 9.1261 -0.1437 6.2888
H 8.7663 -1.3400 5.0333
H 5.7048 1.2269 5.7017
H 7.0839 2.3132 5.5188
H 7.0211 1.1911 6.8951
C -9.7677 -2.5544 0.4476
O -8.8365 -3.1716 -0.0424
N -11.0538 -2.7275 0.1108
C -12.1244 -1.9674 0.7250
C -11.3759 -3.7158 -0.9077
H -9.6233 -1.7855 1.2270
H -12.8266 -2.6348 1.2270
H -12.6654 -1.3930 -0.0286
H -11.7114 -1.2787 1.4593
H -11.0380 -4.7038 -0.5961
H -10.8776 -3.4692 -1.8449
H -12.4515 -3.7316 -1.0615
C -1.4285 1.8101 -8.5693
O -2.2509 2.5649 -9.0415
N -1.3296 1.5255 -7.2512
C -0.3329 0.6198 -6.7247
C -2.2669 2.1603 -6.3425
H -0.6788 1.2839 -9.1846
H -0.8133 -0.2211 -6.2183
H 0.3118 1.1367 -6.0105
H 0.2828 0.2332 -7.5348
H -3.2917 1.8975 -6.6051
H -2.1764 3.2458 -6.3980
H -2.0598 1.8282 -5.3267
*
```

The calculation puts the LUMO energy at -2.22 eV. The calculation puts the frontier orbital gap at 8.56 eV. As for the highest occupied orbital energy: -10.8 eV.

Mulliken atomic charge list, values in e, 99 entries: -0.576 -0.475 -1.075 2.517 -0.965 -0.013 -1.206 -0.639 -3.324 0.894 0.504 -0.557 -0.606 -2.205 0.649 -1.296 0.251 -1.469 -0.103 0.136 -0.781 0.425 -1.290 -0.729 0.309 0.147 0.447 0.339 0.581 0.625 0.183 0.493 0.127 0.280 0.323 0.933 -0.107 0.054 0.233 0.260 0.307 0.556 0.382 0.774 0.431 0.560 0.117 0.387 0.455 0.399 0.884 0.540 0.572 0.317 0.259 0.538 0.263 0.109 -0.673 0.174 -0.867 -0.837 0.295 0.327 0.315 0.299 0.296 0.277 0.337 0.099 -0.622 0.120 -0.924 -0.890 0.259 0.347 0.349 0.285 0.248 0.296 0.377 0.428 -0.707 0.082 -0.901 -0.963 0.067 0.335 0.334 0.321 0.297 0.295 0.385 0.120 -0.569 0.138 -0.865 -0.850 0.262

---

Record 4
DFT (ωB97M-V/def2-TZVPD) results for 7 unconnected molecules or ions with the total composition C29H61BrN6O9 at a distorted geometry.

Structure (ORCA input):
```
! RIJCOSX wB97M-V def2-TZVPD def2/J DEFGRID3
* xyz 0 1
C -2.3199 -0.3346 -0.4157
O -1.5186 -1.0522 -1.4267
C -2.3732 -1.8031 -2.3677
C -3.0157 -3.1872 -1.7323
C -2.8831 -4.4926 -2.7416
C -2.2233 -5.8176 -2.0275
C -2.7812 -6.2914 -0.5387
C -1.2729 -6.6011 0.1133
C -1.3981 -6.8653 1.7234
C -0.2018 -6.2199 2.6378
C 1.3194 -6.5107 2.0999
Br 2.4169 -4.8754 2.6314
C -0.5423 -5.2557 -0.4638
O 0.1071 -4.2454 0.1172
O -0.7851 -5.4102 -1.9329
H -1.9780 0.7996 -0.2691
H -2.1190 -0.8476 0.6431
H -3.4739 -0.2928 -0.6518
H -1.7381 -2.0236 -3.3514
H -3.2657 -1.0979 -2.6683
H -2.6093 -3.3852 -0.6457
H -4.1842 -2.9981 -1.6069
H -3.9124 -4.7500 -3.2886
H -2.1203 -4.1623 -3.5956
H -2.4925 -6.7400 -2.7008
H -3.4654 -7.2175 -0.7544
H -3.3081 -5.4341 0.0995
H -0.8755 -7.6005 -0.3527
H -1.3763 -8.0495 1.8740
H -2.4551 -6.5053 2.1212
H -0.3668 -5.0542 2.8359
H -0.2836 -6.7306 3.7118
H 1.4115 -6.6899 0.9438
H 1.8513 -7.4368 2.6193
C -3.1803 -5.8155 -7.4200
N -2.8198 -4.6816 -6.6026
C -3.5001 -3.5100 -6.4414
C -4.7915 -3.3418 -7.1932
O -3.0538 -2.6364 -5.7021
H -3.2687 -6.6891 -6.7700
H -2.3778 -5.9831 -8.1422
H -4.1205 -5.6637 -7.9523
H -1.9602 -4.7264 -6.0676
H -5.2228 -2.3624 -6.9694
H -4.6070 -3.4008 -8.2693
H -5.5044 -4.1121 -6.8868
C 0.4037 5.3899 0.6082
N -0.5702 4.3262 0.5443
C -1.0929 3.7292 -0.5656
C -0.6196 4.2127 -1.9085
O -1.9206 2.8293 -0.4477
H 1.2674 5.0271 1.1702
H -0.0458 6.2311 1.1411
H 0.7273 5.7189 -0.3805
H -0.9330 3.9515 1.4132
H -1.1196 3.6483 -2.7001
H -0.8642 5.2714 -2.0312
H 0.4588 4.0583 -2.0017
C 1.2646 -1.2422 3.6804
N 1.4328 0.1804 3.8588
C 2.5560 0.9274 3.6538
C 3.7936 0.2148 3.1831
O 2.5335 2.1392 3.8535
H 0.4720 -1.4016 2.9456
H 0.9602 -1.6714 4.6379
H 2.1785 -1.7306 3.3389
H 0.6381 0.7243 4.1746
H 4.6087 0.9334 3.0627
H 4.0975 -0.5323 3.9214
H 3.6056 -0.2604 2.2166
C 3.3746 2.4778 -5.2230
N 3.8835 3.3084 -4.1576
C 3.8311 3.0795 -2.8136
C 3.1679 1.8140 -2.3450
O 4.3158 3.8936 -2.0318
H 4.2098 2.2108 -5.8747
H 2.6463 3.0613 -5.7910
H 2.8998 1.5682 -4.8520
H 4.3434 4.1779 -4.4016
H 3.1993 1.7644 -1.2533
H 2.1214 1.8018 -2.6617
H 3.6966 0.9451 -2.7462
C -3.3603 8.8519 1.9401
N -2.2000 8.3473 1.2451
C -1.3835 9.0121 0.3773
C -1.7000 10.4523 0.0831
O -0.4283 8.4333 -0.1341
H -3.1860 8.7475 3.0135
H -4.2204 8.2422 1.6534
H -3.5641 9.8981 1.7065
H -1.9284 7.3828 1.3969
H -0.9677 10.8533 -0.6228
H -2.6934 10.5316 -0.3668
H -1.6514 11.0405 1.0035
C 6.3559 0.9758 8.2274
N 5.0874 0.3114 8.0446
C 4.0485 0.6865 7.2437
C 4.2075 1.9441 6.4349
O 3.0277 0.0045 7.2010
H 7.1487 0.2792 7.9448
H 6.4582 1.2286 9.2853
H 6.4412 1.8837 7.6283
H 4.9121 -0.5436 8.5597
H 3.3035 2.1192 5.8454
H 4.3577 2.7989 7.1000
H 5.0533 1.8423 5.7496
*
```

The calculation puts the LUMO energy at 0.44 eV. The calculation puts the frontier orbital gap at 9.05 eV. As for the SMILES: COCCC[C@@H]1C[C@H](CCCBr)C(=O)O1.CNC(C)=O.CNC(C)=O.CNC(C)=O.CNC(C)=O.CNC(C)=O.CNC(C)=O. As for the highest occupied orbital energy: -8.6 eV.

Mulliken atomic charge list, values in e, 99 entries: -0.244 -0.394 -0.421 -0.101 -0.327 -0.073 -0.860 0.146 -0.685 -0.534 -0.489 -0.168 0.363 -0.439 -0.404 0.048 0.120 0.264 0.161 0.305 0.011 0.314 0.330 -0.067 0.409 0.335 0.314 0.355 0.269 0.301 0.227 0.347 0.257 0.394 -0.890 -0.110 0.882 -1.425 -0.602 0.276 0.311 0.327 0.222 0.317 0.378 0.362 -0.761 -0.081 0.739 -1.095 -0.775 0.273 0.169 0.319 0.219 0.268 0.365 0.211 -0.634 -0.028 0.724 -1.326 -0.756 0.244 0.285 0.116 0.228 0.268 0.372 0.458 -0.816 -0.177 0.814 -1.220 -0.668 0.278 0.270 0.324 0.229 0.200 0.361 0.420 -0.908 -0.066 0.915 -1.392 -0.599 0.291 0.287 0.363 0.139 0.289 0.358 0.369 -0.820 -0.163 0.784 -1.134 -0.660